{
  "formula": "C2H3N3",
  "method": "ωB97M-V/def2-TZVPD",
  "elements": ["N", "C", "C", "N", "N", "H", "H", "H"],
  "positions_angstrom": [[0.2334, 0.9167, -1.1316], [-0.2640, 0.4139, -0.0391], [0.4927, -1.2009, 0.0112], [1.5296, -0.9838, -0.5552], [-1.0573, 0.8287, 0.8369], [0.5628, 1.8777, -1.0343], [-1.4780, 0.2244, 1.5303], [-0.0191, -2.0769, 0.3818]],
  "forces_ev_per_angstrom": [[2.4, -0.6, -0.5], [-1.1, 1.8, -0.3], [0.4, -0.6, -0.6], [-1.4, 0.3, 0.7], [1.3, -1.3, 0.6], [-1.4, 0.3, -0.1], [-0.2, 0.2, -0.1], [0.1, 0.0, 0.3]],
  "nbo_charge": [-0.803, 0.546, -0.122, -0.006, -0.644, 0.378, 0.385, 0.266],
  "orbital_gap_ev": [6.257, 6.293],
  "fmax_ev_per_a": 2.6,
  "multiplicity": 1
}